# 1
The following is a quantum chemistry calculation of a 4-piece molecular cluster, C12H16O12 overall, from the Open Molecules 2025 dataset.

XYZ file:
```
40
Properties=species:S:1:pos:R:3
O -18.0431 23.3142 -5.9941
C -17.9278 23.6181 -7.1620
O -16.8823 24.2764 -7.7539
C -17.1298 24.6302 -9.1552
C -18.5286 23.9647 -9.4096
O -18.9523 23.4516 -8.0966
H -17.1055 25.6855 -9.4269
H -16.4924 24.1476 -9.8961
H -18.4720 23.2166 -10.2003
H -19.0932 24.8440 -9.7196
O -14.1941 28.1441 -1.8596
C -13.4234 27.5552 -2.6591
O -12.8568 26.3562 -2.3108
C -12.1015 25.8766 -3.3096
C -11.7371 27.0770 -4.0501
O -12.8680 27.9723 -3.7795
H -11.2216 25.4307 -2.8458
H -12.5353 25.1270 -3.9715
H -11.5984 26.7449 -5.0790
H -10.8143 27.5229 -3.6791
O -11.1105 18.4734 -3.4316
C -11.3148 17.3833 -4.0012
O -12.1770 17.1742 -4.9648
C -12.1790 15.8628 -5.4352
C -10.9195 15.3279 -4.8298
O -10.6220 16.2971 -3.7665
H -13.1045 15.3591 -5.1562
H -12.2435 15.8025 -6.5216
H -10.0919 15.1636 -5.5200
H -11.2156 14.3420 -4.4714
O -18.4607 19.0266 2.1847
C -17.5158 19.2486 1.4362
O -17.1128 18.4568 0.4474
C -16.3747 19.2458 -0.4812
C -15.8428 20.3377 0.5353
O -16.7999 20.3592 1.5369
H -15.6530 18.6301 -1.0181
H -17.0376 19.5926 -1.2739
H -15.6603 21.2747 0.0091
H -14.9025 20.0017 0.9724
```

Properties
Structure (SMILES) = O=C1OCCO1.O=C1OCCO1.O=C1OCCO1.O=C1OCCO1
Relative energy (zero: lowest compared OMol25 entry of this formula, charge and spin) = 264.4 kJ/mol
LUMO energy = 0.3 eV
Spin multiplicity = 1
Highest occupied orbital energy = -10.505 eV
Kohn-Sham gap = 10.780 eV

***

# 2
The following is a quantum chemistry calculation of C40H36Cl5NOP2Re as an isolated structure, from the Open Molecules 2025 dataset.

XYZ file:
```
86
Properties=species:S:1:pos:R:3
Re 0.3241 0.7485 0.8130
C -1.2079 1.0465 2.6758
C -0.0214 1.8934 2.5812
C -0.2483 2.8700 1.5137
C -1.5097 2.6316 0.9827
C -2.1340 1.5130 1.7555
C -3.5779 1.1813 1.7029
C -2.2618 3.4202 -0.0308
C 0.6763 4.0142 1.2171
C 0.8692 2.1890 3.7559
C -1.4732 0.1016 3.8072
H -3.7534 0.1113 1.7356
H -4.0845 1.5997 0.8384
H -4.0387 1.6005 2.6044
H -2.4401 2.8561 -0.9472
H -1.7387 4.3381 -0.2908
H -3.2436 3.6801 0.3684
H 1.7058 3.7690 1.4739
H 0.3918 4.8949 1.7961
H 0.6594 4.2881 0.1619
H 1.7726 2.7148 3.4592
H 1.1583 1.2834 4.2901
H 0.3312 2.8282 4.4590
H -2.0855 -0.7449 3.4965
H -2.0163 0.6248 4.5987
H -0.5540 -0.2763 4.2479
N -0.3505 -1.4468 -1.1366
P -1.2183 -0.0010 -0.9257
C -1.2165 0.9070 -2.4718
C -1.7136 0.2826 -3.6207
C -1.7132 0.9520 -4.8314
C -1.2328 2.2548 -4.9002
C -0.7345 2.8792 -3.7674
C -0.7167 2.2037 -2.5561
C -2.8961 -0.6108 -0.6873
C -3.0835 -1.7354 0.1238
C -4.3492 -2.2682 0.2920
C -5.4418 -1.6751 -0.3336
C -5.2633 -0.5555 -1.1301
C -3.9926 -0.0224 -1.3134
P 0.7376 -1.5814 0.1431
C 0.3682 -2.9876 1.1776
C 0.4923 -4.2812 0.6630
C 0.1754 -5.3677 1.4591
C -0.2429 -5.1702 2.7710
C -0.3444 -3.8889 3.2932
C -0.0381 -2.7986 2.4915
C 2.3422 -1.9080 -0.5800
C 3.4031 -2.2327 0.2702
C 4.6739 -2.4040 -0.2516
C 4.8839 -2.2688 -1.6202
C 3.8284 -1.9646 -2.4670
C 2.5532 -1.7772 -1.9497
H -0.6985 -2.2381 -1.6654
H -2.1003 -0.7294 -3.5761
H -2.0905 0.4636 -5.7195
H -1.2410 2.7793 -5.8465
H -0.3414 3.8850 -3.8315
H -0.2845 2.6764 -1.6855
H -2.2399 -2.2162 0.6096
H -4.4876 -3.1491 0.9049
H -6.4311 -2.0941 -0.2067
H -6.1111 -0.1016 -1.6254
H -3.8651 0.8411 -1.9513
H 0.8462 -4.4419 -0.3493
H 0.2662 -6.3708 1.0655
H -0.4760 -6.0239 3.3935
H -0.6499 -3.7427 4.3208
H -0.0976 -1.7978 2.8865
H 3.2411 -2.3558 1.3358
H 5.4995 -2.6505 0.4029
H 5.8768 -2.4098 -2.0273
H 3.9982 -1.8627 -3.5310
H 1.7394 -1.4984 -2.6065
Cl 7.1869 1.4710 -1.1059
C 5.4828 1.3945 -1.0176
C 4.8638 1.2037 0.2135
Cl 5.7474 1.0261 1.6666
C 3.4837 1.1183 0.2344
Cl 2.6023 0.7872 1.7272
C 2.6921 1.2100 -0.8876
O 1.3449 1.0666 -0.8017
C 3.3162 1.4051 -2.1204
Cl 2.3468 1.4647 -3.5357
C 4.7040 1.4938 -2.1811
Cl 5.4663 1.6859 -3.6971
```

Properties
Net charge = +2
Relative energy (zero: lowest compared OMol25 entry of this formula, charge and spin) = 85.0 kJ/mol
LUMO energy (alpha / beta) = -6.4 / -6.7 eV
Spin multiplicity = 2
Highest occupied orbital energy (alpha / beta) = -13.291 / -13.527 eV
<S²> = 0.7622
Kohn-Sham gap (alpha / beta) = 6.849 / 6.784 eV

***

# 3
The following is a quantum chemistry calculation of a 6-piece molecular cluster, C29H50NO12 overall, from the Open Molecules 2025 dataset.

XYZ file:
```
92
Properties=species:S:1:pos:R:3
C 1.6690 0.3491 6.8928
C 0.2089 -0.3875 6.6516
C 0.3245 -2.0375 6.4970
C -0.1594 -2.5897 5.0256
N 1.0316 -2.4154 4.0876
C 1.0973 -3.4287 2.9666
C 1.2124 -2.7484 1.4594
C 2.4371 -1.6685 1.3032
O 2.0385 -0.3809 0.6747
C 1.3773 0.4679 1.6870
C -0.2575 0.8044 1.7060
O 2.0803 1.0023 2.7226
H 2.0115 0.2290 8.0174
H 2.4780 -0.0333 6.1186
H 1.5704 1.5254 6.7225
H -0.4364 -0.2166 7.6403
H -0.2779 0.1384 5.7253
H -0.3035 -2.5901 7.3164
H 1.4596 -2.2969 6.7077
H -1.0135 -1.8461 4.6475
H -0.6105 -3.6690 5.0352
H 1.9545 -2.3801 4.5814
H 0.9036 -1.4715 3.6353
H 2.0977 -4.0518 3.1204
H 0.1988 -4.1706 3.0740
H 1.4526 -3.6463 0.7183
H 0.1535 -2.3429 1.1674
H 3.2613 -2.1400 0.5845
H 2.8995 -1.5165 2.3879
H -0.6008 0.9427 0.5919
H -0.8753 -0.1312 2.1162
H -0.5340 1.6986 2.4133
O 4.3822 1.1527 7.5206
C 5.3370 1.1317 6.7617
O 6.4831 0.4243 6.9859
C 7.4233 0.7163 5.9531
C 6.5996 1.2163 4.7952
C 5.4474 1.9045 5.4823
H 8.1239 1.4727 6.3221
H 7.9815 -0.1886 5.6960
H 7.1587 1.8686 4.1192
H 6.2247 0.3662 4.2122
H 5.6766 2.9484 5.7140
H 4.5285 1.8302 4.8962
O -0.2218 3.5442 -3.8590
C 0.3547 2.6125 -3.3226
O 0.6277 1.4221 -3.9330
C 1.2090 0.5309 -2.9824
C 1.7755 1.4153 -1.9027
C 0.8227 2.5839 -1.8991
H 0.4268 -0.1364 -2.6053
H 1.9845 -0.0699 -3.4664
H 1.8571 0.9142 -0.9345
H 2.7764 1.7585 -2.1915
H -0.0351 2.4075 -1.2443
H 1.3296 3.5140 -1.6319
O -5.0214 0.1263 -6.2545
C -3.8952 0.5950 -6.2378
O -2.9279 0.2428 -5.3409
C -1.7790 1.0638 -5.5447
C -1.8935 1.5637 -6.9610
C -3.3852 1.6639 -7.1563
H -1.7977 1.8787 -4.8135
H -0.8714 0.4722 -5.3930
H -1.3659 2.5064 -7.1288
H -1.4820 0.8180 -7.6521
H -3.7744 2.6320 -6.8290
H -3.6687 1.4622 -8.1919
O 0.2772 -7.0520 2.1324
C -0.4881 -6.8533 1.2034
O -1.8163 -6.5711 1.3470
C -2.4236 -6.5076 0.0575
C -1.2952 -6.2277 -0.9003
C -0.1286 -6.9271 -0.2497
H -2.9132 -7.4658 -0.1456
H -3.1770 -5.7146 0.0434
H -1.4992 -6.5711 -1.9179
H -1.1011 -5.1489 -0.9397
H -0.0649 -7.9768 -0.5493
H 0.8121 -6.4090 -0.4499
O -3.5803 4.8943 -6.4313
C -4.6839 5.2473 -6.8127
O -5.4272 4.5790 -7.7428
C -6.6071 5.3293 -8.0265
C -6.8115 6.2177 -6.8273
C -5.3996 6.4883 -6.3724
H -6.4443 5.9023 -8.9454
H -7.4497 4.6483 -8.1780
H -7.3792 7.1239 -7.0547
H -7.3501 5.6680 -6.0459
H -4.9657 7.3518 -6.8840
H -5.3442 6.6118 -5.2884
```

Properties
Net charge = +1
LUMO energy = -3.2 eV
Spin multiplicity = 1
Highest occupied orbital energy = -10.806 eV
Kohn-Sham gap = 7.609 eV

***

# 4
The following is a quantum chemistry calculation of C17H31AsBN3O11S6TcTe as an isolated structure, from the Open Molecules 2025 dataset.

XYZ file:
```
72
Properties=species:S:1:pos:R:3
Tc 0.8718 1.5652 1.6119
S -3.6263 -1.3919 3.0239
As -2.2664 -1.0241 4.4913
S -1.2347 0.8872 4.4544
S -1.3845 1.4658 2.5036
S -1.9044 -2.1274 6.1704
C -0.9404 -3.4628 1.7104
C 0.3300 -2.8020 2.2282
C 0.7594 -3.4888 3.5174
O 0.0298 -1.4223 2.5402
B 0.6299 -0.5567 1.6332
O 1.3580 -1.3270 0.7148
C 1.4519 -2.6876 1.1430
C 2.8633 -2.8869 1.6847
C 1.2597 -3.5737 -0.0803
H -1.6899 -3.4944 2.4987
H -0.7416 -4.4873 1.3900
H -1.3663 -2.9053 0.8745
H -0.0774 -3.4956 4.2146
H 1.5820 -2.9582 3.9926
H 1.0621 -4.5220 3.3297
H 3.0452 -2.2517 2.5504
H 3.5757 -2.6099 0.9062
H 3.0427 -3.9252 1.9698
H 0.3064 -3.3712 -0.5675
H 1.3015 -4.6334 0.1793
H 2.0599 -3.3636 -0.7920
C 4.0775 0.0756 3.2142
S 2.8789 3.3037 2.6804
O 4.1349 3.2041 3.4051
O 2.8851 2.3942 1.4673
O 1.7455 2.2405 3.5469
H 4.8576 0.8177 3.0958
H 3.6237 -0.1689 2.2573
H 4.4659 -0.8357 3.6775
C -0.2896 5.3444 0.7712
O 0.1628 4.1015 1.3006
C -0.2288 2.9692 0.6324
O -0.9676 3.0565 -0.3317
H 0.0532 6.1091 1.4637
H -1.3764 5.3555 0.6984
H 0.1298 5.5208 -0.2204
Te 2.6149 0.7504 4.6042
C -5.3291 0.3965 -4.3856
C -4.0096 0.7285 -3.7094
S -2.7808 1.1473 -4.9387
O -3.1666 2.3955 -5.5437
O -2.5588 -0.0143 -5.7638
C -1.3051 1.4357 -3.9761
C -0.5820 0.1474 -3.5934
N 0.3211 0.4131 -2.4806
C -0.0797 0.5197 -1.1888
N 0.9146 0.9646 -0.4305
C 1.9908 1.1456 -1.2257
C 1.6434 0.8131 -2.5044
N 2.4531 0.9016 -3.6569
O 3.6153 1.2385 -3.4967
O 1.9486 0.6589 -4.7507
C -1.4445 0.1947 -0.7099
H -6.0659 0.1321 -3.6280
H -5.2141 -0.4442 -5.0684
H -5.7017 1.2544 -4.9439
H -3.6221 -0.1167 -3.1386
H -4.0909 1.5903 -3.0458
H -1.5872 2.0246 -3.0993
H -0.6764 2.0668 -4.6074
H -0.0155 -0.2329 -4.4347
H -1.2735 -0.6315 -3.2836
H 2.9286 1.5129 -0.8466
H -1.9834 -0.4360 -1.4126
H -1.9941 1.1222 -0.5426
H -1.3992 -0.3167 0.2503
```

Properties
Net charge = -1
Relative energy (zero: lowest compared OMol25 entry of this formula, charge and spin) = 359.6 kJ/mol
LUMO energy = 1.4 eV
Spin multiplicity = 1
Highest occupied orbital energy = -4.350 eV
Kohn-Sham gap = 5.775 eV